A gas-phase ion, C6H3O3S (charge -1) at a distorted geometry, computed with ωB97M-V with the def2-TZVPD basis set.

Last column: Löwdin charge in e.
Cartesian coordinates (Å):
C (-0.43870, 1.47300, -0.58936)  -0.024
C (-1.06023, 0.78042, 0.32254)  -0.057
C (0.87900, 1.35826, -1.07110)  -0.145
C (1.36965, 0.16134, -0.71343)  -0.211
C (0.80196, -0.82364, 0.19558)  -0.356
C (-0.77556, -0.62560, 0.52190)  -0.136
O (3.14171, -1.35510, -2.13724)  -0.559
O (1.26077, -1.90894, 0.42114)  0.090
O (4.00833, -0.08729, -0.21720)  -0.543
S (3.21134, -0.01922, -1.46032)  0.680
H (1.29237, 2.01840, -1.68241)  0.038
H (-1.17190, -1.17770, 1.36074)  0.090
H (-1.17364, -1.08888, -0.40940)  0.134

LUMO level, eV: 2.9223
Net charge: -1
Strongest force on any atom, eV/Å: 6.39



C13H13ClFN3O3 in the gas phase at a distorted geometry, computed with ωB97M-V with the def2-TZVPD basis set.

Last column: Löwdin charge in e.
Cartesian coordinates (Å):
O (0.22952, -3.11316, -1.69088)  0.094
C (-0.47975, -2.13414, -1.61096)  -0.431
N (-1.46121, -1.80335, -2.47187)  0.069
C (-1.84665, -2.65144, -3.57365)  -0.174
C (-3.13028, -3.43160, -3.27653)  -0.163
C (-3.59840, -4.19759, -4.51608)  -0.282
O (-3.92673, -3.34810, -5.58811)  -0.069
C (-0.35324, -1.12255, -0.52870)  -0.235
N (-1.12466, -0.09082, -0.35658)  0.106
N (-0.67896, 0.55998, 0.72821)  0.114
C (0.34545, -0.10205, 1.16895)  -0.380
C (1.18134, 0.21590, 2.35323)  -0.054
C (1.36590, 1.70227, 2.47929)  -0.175
C (0.94932, 2.39816, 3.60703)  -0.220
F (0.38110, 1.71078, 4.61696)  0.074
C (1.10215, 3.76556, 3.74180)  -0.002
C (1.69049, 4.47512, 2.71054)  -0.069
C (2.11930, 3.82171, 1.56868)  -0.101
C (1.95430, 2.45046, 1.46240)  -0.586
Cl (2.49159, 1.64364, 0.03456)  0.775
O (0.60117, -1.18568, 0.41568)  0.163
H (-2.01143, -0.98342, -2.26140)  0.132
H (-1.02260, -3.34739, -3.74453)  0.127
H (-1.99049, -2.03988, -4.46843)  0.125
H (-2.95306, -4.13590, -2.46348)  0.119
H (-3.91350, -2.73545, -2.96154)  0.114
H (-2.79375, -4.83561, -4.88741)  0.122
H (-4.45468, -4.83444, -4.25248)  0.116
H (-4.65220, -2.77288, -5.31922)  0.090
H (0.69424, -0.17210, 3.25143)  0.133
H (2.14511, -0.28607, 2.23435)  0.135
H (0.75898, 4.25139, 4.64074)  0.119
H (1.81570, 5.54283, 2.79543)  0.109
H (2.57876, 4.36837, 0.76098)  0.105

SMILES: O=C(NCCCO)c1nnc(Cc2c(F)cccc2Cl)o1
LUMO level, eV: 0.6308
Net charge: 0
Strongest force on any atom, eV/Å: 1.55



C4H6O in the gas phase at a distorted geometry, computed with ωB97M-V with the def2-TZVPD basis set.

Last column: Löwdin charge in e.
Cartesian coordinates (Å):
C (0.63955, -1.58993, -0.43791)  0.016
C (-0.46380, -0.83188, -0.44141)  -0.138
C (-0.47833, 0.64894, -0.36476)  -0.324
C (-0.02494, 1.30597, 0.84982)  -0.123
O (0.76467, 1.34427, -0.33554)  -0.046
H (1.59244, -1.06899, -0.30905)  0.066
H (0.63065, -2.69583, -0.49800)  0.066
H (-1.49057, -1.29189, -0.42327)  0.116
H (-1.24693, 1.18127, -0.90447)  0.136
H (0.39781, 0.70283, 1.67674)  0.124
H (-0.32055, 2.29523, 1.18784)  0.107

SMILES: C=C[C@H]1CO1
LUMO level, eV: 1.1879
Net charge: 0
Strongest force on any atom, eV/Å: 1.82



A gas-phase ion, C6H11N2 (charge +1) at a distorted geometry, computed with ωB97M-V with the def2-TZVPD basis set.

Last column: Mulliken spin population.
Cartesian coordinates (Å):
C (0.37272, -0.41124, -0.81846)  0.081
C (-0.09135, 0.01304, 0.56377)  0.697
C (-0.76418, -0.45425, -1.86129)  0.020
C (0.98736, 0.66157, -1.75625)  0.010
C (0.72304, -0.00254, 1.66471)  0.987
C (0.13916, 0.32744, 3.01124)  0.014
N (-0.21441, 0.50245, -2.53749)  0.008
N (-1.72332, -1.26807, -2.21836)  0.000
H (1.00183, -1.24089, -0.77206)  0.007
H (-1.15026, 0.13510, 0.66609)  0.037
H (1.12212, 1.56375, -1.19788)  0.010
H (1.98679, 0.18368, -2.17861)  0.001
H (1.82451, -0.08917, 1.68161)  0.032
H (-0.86125, 0.55841, 3.05952)  -0.008
H (0.65004, 0.98596, 3.60323)  0.028
H (0.30495, -0.63739, 3.49831)  0.072
H (-0.45238, 0.97482, -3.52194)  0.002
H (-2.11027, -1.82117, -1.48534)  0.002
H (-2.25828, -1.30036, -3.05894)  0.000

Spin multiplicity: 3
LUMO level (spin up / spin down), eV: -3.1884 / -5.5715
Net charge: +1
<S²>: 2.01
Strongest force on any atom, eV/Å: 7.38



The lowest net charge belongs to which entry?
C6H3O3S



Copy entry 4 word for word.
A gas-phase ion, C6H11N2 (charge +1) at a distorted geometry, computed with ωB97M-V with the def2-TZVPD basis set.

Last column: Mulliken spin population.
Cartesian coordinates (Å):
C (0.37272, -0.41124, -0.81846)  0.081
C (-0.09135, 0.01304, 0.56377)  0.697
C (-0.76418, -0.45425, -1.86129)  0.020
C (0.98736, 0.66157, -1.75625)  0.010
C (0.72304, -0.00254, 1.66471)  0.987
C (0.13916, 0.32744, 3.01124)  0.014
N (-0.21441, 0.50245, -2.53749)  0.008
N (-1.72332, -1.26807, -2.21836)  0.000
H (1.00183, -1.24089, -0.77206)  0.007
H (-1.15026, 0.13510, 0.66609)  0.037
H (1.12212, 1.56375, -1.19788)  0.010
H (1.98679, 0.18368, -2.17861)  0.001
H (1.82451, -0.08917, 1.68161)  0.032
H (-0.86125, 0.55841, 3.05952)  -0.008
H (0.65004, 0.98596, 3.60323)  0.028
H (0.30495, -0.63739, 3.49831)  0.072
H (-0.45238, 0.97482, -3.52194)  0.002
H (-2.11027, -1.82117, -1.48534)  0.002
H (-2.25828, -1.30036, -3.05894)  0.000

Spin multiplicity: 3
LUMO level (spin up / spin down), eV: -3.1884 / -5.5715
Net charge: +1
<S²>: 2.01
Strongest force on any atom, eV/Å: 7.38



Repeat the third record exactly.
C4H6O in the gas phase at a distorted geometry, computed with ωB97M-V with the def2-TZVPD basis set.

Last column: Löwdin charge in e.
Cartesian coordinates (Å):
C (0.63955, -1.58993, -0.43791)  0.016
C (-0.46380, -0.83188, -0.44141)  -0.138
C (-0.47833, 0.64894, -0.36476)  -0.324
C (-0.02494, 1.30597, 0.84982)  -0.123
O (0.76467, 1.34427, -0.33554)  -0.046
H (1.59244, -1.06899, -0.30905)  0.066
H (0.63065, -2.69583, -0.49800)  0.066
H (-1.49057, -1.29189, -0.42327)  0.116
H (-1.24693, 1.18127, -0.90447)  0.136
H (0.39781, 0.70283, 1.67674)  0.124
H (-0.32055, 2.29523, 1.18784)  0.107

SMILES: C=C[C@H]1CO1
LUMO level, eV: 1.1879
Net charge: 0
Strongest force on any atom, eV/Å: 1.82



Among the records above, which one has the highest strongest force on any atom?
C6H11N2